DFT (the ωB97M-V functional and the def2-TZVPD basis) results for a molecular structure, C15H14F6N2O5S in a non-equilibrium geometry.

Output
LUMO energy (eV): -1.1

Each line ends with the Löwdin charge.
CARTESIAN COORDINATES (ANGSTROEM)
S: -3.71352 3.58613 4.05192  1.0142
F: 0.32511 0.10971 3.01436  0.1635
F: 1.20566 2.81094 3.47632  0.1489
F: 2.59719 0.58313 4.32515  0.1453
F: 3.78523 0.44782 2.41825  0.1682
F: 1.42688 0.21401 1.04981  0.1251
F: 2.37491 2.67796 1.62197  0.1381
O: 1.76165 -1.77303 -4.44484  -0.1889
O: 0.20659 3.66223 0.65891  0.1834
O: 2.25639 -1.95926 4.24311  0.1973
O: 2.50062 -2.22790 2.03287  0.0931
O: -0.61960 -1.40753 -2.76449  -0.1976
N: -4.45252 2.32907 3.34895  -0.2362
N: -2.24970 3.60414 3.29472  -0.1888
C: -3.81034 0.66010 1.61267  -0.0159
C: 1.58562 -0.70856 -3.52114  -0.1987
C: -2.35229 2.57702 2.45052  -0.3267
C: -0.86505 -2.79803 -2.90720  -0.1088
C: 2.65611 0.11508 3.05654  -0.3508
C: 0.03510 2.74439 1.40937  -0.2061
C: 0.71110 -1.12272 -2.35232  -0.2037
C: -1.56843 1.00003 0.71307  -0.0101
C: 2.46355 -1.45326 3.18405  -0.3674
C: -1.35992 2.08800 1.52439  -0.0884
C: 1.35833 0.66360 2.33826  -0.3336
C: -3.59539 1.80762 2.44450  -0.3250
C: 0.90652 -1.66801 -5.57276  -0.1090
C: -2.82778 0.25507 0.74445  -0.0376
C: 1.27483 2.21189 2.26566  -0.3468
H: -0.77342 0.66787 0.03502  0.1053
H: 0.65401 -0.28775 -1.64586  0.1047
H: 1.14448 -1.97994 -1.82665  0.1263
H: 2.57814 -0.44978 -3.14015  0.1274
H: -0.05220 -3.30560 -3.42995  0.0853
H: 1.62342 -2.18044 1.61913  0.1179
H: 0.88164 -2.63906 -6.06670  0.0896
H: 1.17667 0.17504 -4.02028  0.1287
H: -1.78010 -2.92088 -3.48567  0.0902
H: -2.91217 -0.61664 0.08853  0.1098
H: -4.74083 0.08419 1.64226  0.1192
H: -0.11239 -1.39515 -5.29113  0.0831
H: -1.00685 -3.25467 -1.92148  0.0863
H: 1.30273 -0.92680 -6.27414  0.0892

Atomic forces in eV per Å
S 0.3124 -0.2517 -0.4048
F 0.1052 0.3428 -0.6814
F 0.0076 -0.6196 -0.1719
F 0.7108 0.2195 -0.6182
F -0.3162 0.0181 0.3988
F -0.6306 0.0704 0.3536
F -0.2016 -0.5434 0.5360
O -0.2926 0.0937 0.0232
O 0.3065 -0.3774 0.4204
O 0.3726 0.6729 -0.4712
O -0.0913 1.0995 0.3588
O 0.1417 -0.1649 -0.0180
N 0.6319 0.1642 -0.1799
N -1.6004 -0.9022 0.0449
C 0.1367 -0.5613 -0.6390
C 0.3218 -0.2896 0.0944
C 0.2896 -1.6249 -1.4451
C -0.1093 0.0474 0.0505
C -1.4466 -0.9539 0.2184
C -1.0871 0.0764 -0.1656
C -0.2567 0.3207 -0.0780
C -0.9517 -0.0692 0.3346
C -0.1663 -1.1234 0.3327
C 1.5660 -0.0089 -0.0267
C 1.8139 0.2151 0.5299
C 0.2338 1.1844 0.9720
C 0.1297 -0.0616 -0.0712
C 0.8549 1.0207 0.4895
C -0.7678 0.9564 -1.0071
H -0.3960 0.1623 0.2963
H 0.0764 0.0061 -0.0030
H 0.0464 -0.0205 -0.0757
H -0.0231 0.0471 0.0271
H 0.0289 0.0285 0.0204
H 0.2650 -0.0541 -0.1145
H 0.0800 0.0134 0.0278
H -0.0795 -0.0212 0.0390
H -0.0133 0.0695 0.0493
H -0.2095 0.3798 0.3268
H 0.2498 0.4865 0.2575
H 0.0121 0.0267 0.0333
H 0.0311 -0.1003 -0.0303
H -0.0849 0.0262 -0.0335